{"formula": "C10H16Cl4HfO", "method": "ωB97M-V with the def2-TZVPD basis set", "e_lumo_ev": 5.26, "total_charge": -2, "e_homo_ev": 0.8, "gap_ev": 4.46, "largest_force_ev_per_a": 2.44, "spin_multiplicity": 1, "symbols": ["C", "C", "C", "C", "C", "C", "C", "C", "C", "C", "Hf", "Cl", "Cl", "Cl", "H", "H", "H", "H", "H", "H", "H", "H", "H", "H", "H", "H", "H", "H", "H", "O", "H", "Cl"], "positions_angstrom": [[1.123193, 0.684240, -0.019668], [-0.151243, 1.319094, -0.085048], [-0.994321, 0.531893, -0.923489], [-0.544579, 2.534251, 0.591646], [-0.238397, -0.560546, -1.407069], [1.084687, -0.442797, -0.873831], [2.217533, -1.324875, -1.176242], [2.273909, 1.224058, 0.723772], [-2.386510, 0.831633, -1.265836], [-0.758999, -1.588450, -2.331292], [-0.780458, -1.111533, 2.662726], [-2.434593, 0.875449, 2.305938], [0.455545, 0.659532, 3.771082], [-2.428802, -1.690985, 1.041926], [0.266823, 2.948469, 1.188479], [-1.429866, 2.292582, 1.251469], [-0.872224, 3.266985, -0.161487], [-2.947744, 1.210039, -0.407537], [-2.886130, -0.067919, -1.630129], [-2.434910, 1.585236, -2.063039], [-1.777879, -1.916691, -2.085495], [-0.105487, -2.461949, -2.342630], [-0.781374, -1.159934, -3.344593], [1.893176, -2.365545, -1.327725], [3.011209, -1.253638, -0.418911], [2.671445, -0.970912, -2.111966], [1.959511, 1.681014, 1.676919], [2.725186, 2.006759, 0.104982], [3.036127, 0.452178, 0.882954], [0.735348, -1.928016, 1.812181], [1.516740, -2.463210, 1.610822], [-1.016917, -2.796410, 4.351091]], "forces_ev_per_a": [[-1.47, -0.31, -0.81], [0.57, -2.28, -0.66], [1.74, -0.13, 0.44], [-1.39, 0.92, 0.56], [0.66, 1.09, 0.95], [-1.39, 0.50, 0.42], [0.44, -0.09, -0.43], [0.32, 0.31, -0.03], [-0.57, 0.19, -0.19], [0.06, 0.01, -0.40], [0.25, 1.25, -1.67], [-0.52, -0.26, 1.74], [0.32, -0.02, 0.57], [-0.32, -1.74, -0.51], [-0.04, 0.20, 0.11], [1.23, 1.03, -0.75], [0.04, 0.38, 0.19], [-0.07, -0.01, -0.02], [-0.20, 0.00, -0.02], [-0.25, 0.14, -0.14], [0.14, -0.01, 0.04], [-0.03, -0.20, -0.11], [-0.14, -0.37, -0.26], [0.29, 0.02, 0.12], [-0.15, -0.28, 0.01], [0.36, -0.38, -0.20], [0.34, -0.30, -0.23], [0.46, 0.28, 0.16], [-0.01, 0.14, 0.28], [0.40, -0.63, 0.34], [-0.75, 0.67, 0.00], [-0.30, -0.16, 0.52]], "mulliken_charge": [0.54, 0.32, 0.62, -1.02, 0.61, 0.51, -1.83, -1.67, -1.51, -1.71, 1.21, -0.58, -0.54, -0.49, 0.37, 0.04, 0.23, 0.27, 0.34, 0.30, 0.31, 0.38, 0.21, 0.37, 0.35, 0.28, 0.28, 0.22, 0.36, -0.42, 0.23, -0.59]}

{"formula": "C17H26B2Br15ClFI3NO5", "method": "ωB97M-V with the def2-TZVPD basis set", "e_lumo_ev": 1.10, "total_charge": -1, "e_homo_ev": -4.9, "gap_ev": 5.96, "largest_force_ev_per_a": 8.66, "spin_multiplicity": 1, "symbols": ["C", "C", "I", "C", "I", "C", "C", "C", "O", "I", "O", "B", "C", "C", "C", "F", "B", "O", "N", "C", "C", "O", "C", "O", "Cl", "H", "H", "H", "H", "H", "H", "H", "H", "H", "H", "H", "H", "H", "H", "H", "H", "H", "H", "H", "H", "H", "C", "Br", "Br", "Br", "H", "C", "Br", "Br", "Br", "H", "C", "Br", "Br", "Br", "H", "C", "Br", "Br", "Br", "H", "C", "Br", "Br", "Br", "H"], "positions_angstrom": [[-1.964027, 2.321529, -0.564397], [-3.137294, 1.810330, 0.430347], [-2.970099, 2.928513, 2.355026], [-3.267369, 0.225422, 0.721943], [-3.700732, 0.092824, 2.912036], [-2.015061, -0.737104, 0.355561], [-2.573964, -2.311797, 0.456298], [-3.252811, -2.764656, -1.004546], [-4.176368, -2.052516, -1.655990], [-2.684035, -4.688480, -1.983234], [-1.482030, -0.786906, -1.046731], [-0.005716, -1.048143, -1.185710], [0.487813, -2.511379, -1.748850], [0.749206, -3.644621, -0.572964], [2.341495, -4.139518, -0.497057], [2.958118, -3.327861, 0.588667], [0.371992, -0.045121, -2.444701], [-0.754875, 0.676876, -3.134579], [1.765395, 0.264565, -2.963866], [2.830773, 0.110645, -1.901509], [2.095491, -0.473207, -4.242099], [0.479073, -0.686584, 0.191224], [-0.595555, -0.601285, 1.222670], [-0.296805, 0.731560, 1.836096], [-0.417191, -1.698701, 2.748935], [-0.920935, 1.804324, -0.456835], [-1.878828, 3.504661, -0.431906], [-2.342132, 2.173851, -1.686672], [-4.176932, 2.179106, -0.023520], [-4.242359, -0.233336, 0.214874], [-1.702847, -3.086822, 0.633754], [-3.425452, -2.449665, 1.243341], [1.527563, -2.418574, -2.327520], [-0.292652, -2.850848, -2.558258], [0.125751, -4.644814, -0.745989], [0.483014, -3.280913, 0.506750], [2.284646, -5.262715, -0.097566], [2.891145, -4.056915, -1.530407], [-0.983164, 0.219004, -3.996935], [2.602738, 0.793994, -0.951021], [3.834967, 0.558117, -2.361960], [3.020875, -1.008377, -1.598887], [2.369650, 0.205713, -5.154559], [3.019643, -1.184707, -3.991530], [1.185127, -1.208397, -4.448074], [0.527722, 1.080755, 1.348376], [-6.159654, 2.171172, -3.184608], [-6.652847, 3.487719, -1.840106], [-5.029358, 2.939039, -4.569221], [-5.354751, 0.589461, -2.387830], [-7.086096, 1.848108, -3.670776], [5.070472, -5.298572, 3.252054], [3.255188, -4.784463, 3.726032], [5.841049, -6.519084, 4.556242], [5.172366, -6.011644, 1.444934], [5.676276, -4.386606, 3.270591], [2.760576, 1.609674, 3.989491], [4.106556, 2.152765, 5.284716], [3.040905, 2.451215, 2.258142], [2.637598, -0.326202, 3.841862], [1.794656, 1.963774, 4.364507], [-2.283177, 6.169664, -5.424284], [-2.776370, 7.486210, -4.079782], [-1.152880, 6.937532, -6.808897], [-1.478275, 4.587953, -4.627506], [-3.209619, 5.846600, -5.910453], [3.363417, 3.711740, 9.107810], [3.070794, 2.070909, 10.110938], [2.675679, 5.268565, 10.049966], [5.231238, 3.933096, 8.611040], [2.793291, 3.623547, 8.177110]], "forces_ev_per_a": [[-0.57, 0.83, -1.04], [-0.55, 0.35, -1.25], [0.69, 2.51, -1.70], [-0.03, 0.03, -0.72], [-0.66, -3.27, -0.81], [1.14, -3.17, -1.28], [-0.21, -0.88, -0.41], [-4.57, 5.15, -2.39], [5.82, -4.69, 4.37], [-0.38, 1.02, 0.74], [-2.53, 0.57, 2.75], [-0.59, 0.36, 0.94], [0.73, -1.83, -0.02], [0.62, -1.07, -0.45], [-2.21, -0.34, 1.19], [-0.47, -1.47, -2.31], [0.45, 3.09, -1.83], [1.50, -2.29, -1.19], [-0.18, -1.11, 0.56], [1.06, 0.83, -0.22], [0.25, -1.09, 0.63], [-2.10, -0.74, 3.17], [2.81, 2.89, -2.13], [0.13, -1.21, -1.60], [-0.31, 0.10, -1.51], [-2.23, 0.96, -0.01], [-0.03, -2.67, -0.16], [0.93, -0.01, 2.44], [2.31, -0.78, 1.17], [2.30, 1.09, 1.03], [-1.79, 1.78, -0.23], [1.56, 0.10, -1.32], [-2.17, -0.14, 1.13], [1.44, 0.27, 1.49], [1.25, 2.12, 0.22], [0.61, -0.47, -2.06], [0.67, 2.47, -0.85], [-0.77, 0.12, 2.30], [0.37, 0.96, 1.40], [0.26, -1.77, -2.07], [-1.92, -1.06, 1.00], [-0.34, 2.04, -0.30], [-0.65, -1.24, 1.66], [-1.84, 1.41, -0.79], [1.93, 1.53, -0.22], [-1.84, -1.20, 0.75], [-0.20, -0.32, 0.01], [0.17, -0.24, -0.27], [-0.19, -0.16, 0.35], [-0.12, 0.46, -0.33], [0.43, 0.21, 0.21], [-0.06, 0.33, -0.07], [0.50, -0.20, -0.15], [-0.17, 0.21, -0.28], [-0.03, 0.12, 0.49], [-0.28, -0.43, -0.02], [-0.37, -0.26, 0.01], [-0.21, -0.03, -0.20], [-0.02, -0.22, 0.40], [0.19, 0.67, -0.01], [0.42, -0.15, -0.21], [-0.17, -0.29, 0.03], [0.16, -0.30, -0.32], [-0.22, -0.13, 0.32], [-0.17, 0.46, -0.19], [0.42, 0.19, 0.22], [-0.12, -0.07, -0.21], [0.12, 0.45, -0.23], [0.21, -0.38, -0.19], [-0.46, -0.05, 0.18], [0.28, 0.02, 0.39]], "mulliken_charge": [-0.44, -0.17, -0.06, -1.40, 0.03, 1.44, -0.54, 0.00, -0.51, -0.09, -0.01, 0.07, 0.17, 0.14, -0.33, -0.24, -0.11, -0.67, -0.12, -0.55, -0.80, 0.03, -0.25, -0.25, -0.13, -0.15, 0.42, 0.07, 0.34, 0.38, 0.27, 0.45, -0.07, 0.05, 0.04, -0.12, 0.26, 0.22, 0.22, 0.01, 0.35, 0.20, 0.21, 0.28, 0.25, 0.24, -0.37, -0.06, -0.01, 0.16, 0.35, -0.32, 0.00, -0.08, -0.03, 0.37, -0.33, -0.09, -0.06, 0.02, 0.38, -0.34, -0.02, -0.05, 0.10, 0.29, -0.24, 0.00, -0.02, -0.03, 0.27]}

{"formula": "C2H4N3OS", "method": "ωB97M-V with the def2-TZVPD basis set", "e_lumo_ev": 3.72, "total_charge": -1, "e_homo_ev": -3.4, "gap_ev": 7.10, "largest_force_ev_per_a": 5.30, "relative_energy_kcal_mol": 58.7, "spin_multiplicity": 1, "symbols": ["C", "C", "N", "N", "N", "O", "S", "H", "H", "H", "H"], "positions_angstrom": [[0.821174, 1.076120, 0.198717], [2.078949, 0.740202, 0.149687], [1.347944, -1.328391, -0.009821], [0.196566, -0.761480, 0.061434], [2.399575, -0.601569, 0.050792], [-0.935943, -1.383440, 0.049069], [-3.482296, -0.009987, 0.055189], [-0.099942, 1.648901, 0.332414], [2.951784, 1.393036, 0.174370], [-2.275663, -0.660298, 0.111583], [-3.002144, -0.113090, -1.173439]], "forces_ev_per_a": [[-4.27, -3.13, -0.10], [1.69, 0.11, 0.11], [-2.20, -1.94, 0.03], [3.04, 3.54, 0.24], [0.72, 1.05, -0.18], [0.55, -0.07, -0.09], [-0.71, 0.37, -0.11], [1.10, 0.08, -0.13], [-0.37, 0.01, 0.05], [1.03, -0.45, 1.17], [-0.57, 0.44, -0.99]], "mulliken_charge": [-0.10, -0.51, -0.39, 0.68, -0.52, -0.81, -0.49, 0.38, 0.38, 0.27, 0.11]}